DFT (ωB97M-V with the def2-TZVPD basis set) results for a structure of composition C41H57Cl5FIrN7O3PSb at a distorted geometry.

Last column: Löwdin charge in e.
Positions of all 117 atoms, in Å:
Ir (1.2121, -0.2106, 0.8439)  1.130
F (-4.4767, 2.9098, 2.5184)  0.063
C (-4.4808, 1.7755, 1.7767)  -0.174
C (-3.2587, 1.2910, 1.3780)  0.095
C (-3.1569, 0.1135, 0.6361)  -0.047
C (-1.8608, -0.3681, 0.2005)  -0.274
O (-0.8359, 0.3713, 0.3502)  -0.253
C (-1.8768, -1.6670, -0.3900)  -0.007
C (-3.0605, -2.2810, -0.6724)  0.071
N (-4.2724, -1.7323, -0.4288)  0.020
C (-5.4513, -2.3817, -0.9271)  -0.258
C (-5.4242, -2.9772, -2.3024)  -0.066
C (-6.2045, -1.7269, -2.0530)  -0.083
C (-4.3483, -0.5614, 0.2953)  -0.108
C (-5.5755, -0.0328, 0.6905)  0.072
C (-5.6834, 1.1386, 1.4464)  -0.120
N (-6.9482, 1.6434, 1.7665)  -0.095
C (-8.0416, 0.7571, 2.0980)  -0.118
C (-9.2842, 1.2368, 1.3256)  -0.070
N (-9.1651, 2.7099, 1.1287)  0.058
C (-8.5843, 3.3433, 2.3388)  -0.080
C (-7.1065, 2.9319, 2.4202)  -0.126
C (-0.6188, -2.4516, -0.7669)  -0.613
O (-0.7783, -3.4574, -1.4347)  0.074
O (0.4950, -2.0074, -0.3607)  -0.184
H (-2.3592, 1.8068, 1.6687)  0.124
H (-3.0452, -3.2547, -1.1380)  0.154
H (-6.0162, -2.9047, -0.1608)  0.160
H (-5.9545, -3.9033, -2.4533)  0.117
H (-4.5171, -2.8971, -2.8792)  0.115
H (-7.2808, -1.7740, -2.0525)  0.104
H (-5.8037, -0.8043, -2.4447)  0.115
H (-6.4659, -0.5619, 0.4011)  0.104
H (-8.2355, 0.7730, 3.1785)  0.142
H (-7.8131, -0.2711, 1.8304)  0.126
H (-10.1956, 1.0192, 1.8827)  0.144
H (-9.3480, 0.7628, 0.3462)  0.139
H (-10.0749, 3.1179, 0.8900)  0.197
H (-8.5135, 2.8831, 0.3517)  0.194
H (-9.1490, 2.9999, 3.2061)  0.142
H (-8.6711, 4.4284, 2.2778)  0.146
H (-6.7922, 2.9181, 3.4725)  0.146
H (-6.4950, 3.6682, 1.8981)  0.135
C (2.6533, 4.0455, -0.4336)  -0.269
Sb (1.0437, 2.7097, 0.1066)  1.355
C (-0.2106, 3.0703, -1.6268)  -0.259
C (-0.0158, 4.0888, 1.3760)  -0.265
H (2.2291, 5.0236, -0.6244)  0.020
H (3.1566, 3.6973, -1.3261)  0.004
H (3.3718, 4.1175, 0.3727)  -0.015
H (-0.4136, 4.1356, -1.6852)  0.017
H (-1.1411, 2.5231, -1.5122)  0.000
H (0.2801, 2.7489, -2.5371)  -0.003
H (-0.0263, 5.0563, 0.8850)  0.021
H (0.4845, 4.1786, 2.3309)  -0.008
H (-1.0349, 3.7573, 1.5262)  -0.008
Cl (2.8018, 2.5648, 2.6905)  0.692
C (2.1529, 1.2711, 3.6084)  -0.685
C (1.5205, 0.2146, 2.9601)  -0.296
C (1.0248, -0.8042, 3.7713)  -0.698
Cl (0.2177, -2.0923, 2.9463)  0.733
C (1.1673, -0.8262, 5.1521)  -0.708
Cl (0.5794, -2.1370, 6.0799)  0.727
C (1.8194, 0.2470, 5.7704)  -0.700
Cl (2.0606, 0.2413, 7.4640)  0.727
C (2.2918, 1.3084, 4.9970)  -0.700
Cl (3.0572, 2.6425, 5.7599)  0.717
N (3.0388, -0.4870, 0.1474)  -0.232
P (3.8957, -1.0535, -1.0476)  0.658
N (5.3757, -0.2656, -1.1832)  -0.216
C (5.2784, 1.1729, -1.0592)  -0.221
C (5.6233, 1.6303, 0.3553)  -0.198
C (7.0269, 1.1576, 0.7227)  -0.189
C (7.1330, -0.3540, 0.5456)  -0.172
C (6.6871, -0.7740, -0.8595)  -0.196
N (4.2929, -2.6802, -0.9582)  -0.195
C (3.6598, -3.6900, -1.7736)  -0.184
C (2.5098, -4.4006, -1.0570)  -0.170
C (2.9781, -4.9574, 0.2788)  -0.188
C (3.5642, -3.8234, 1.1082)  -0.177
C (4.7085, -3.1547, 0.3469)  -0.214
N (3.1911, -0.8010, -2.5385)  -0.195
C (3.9560, -0.7807, -3.7757)  -0.194
C (3.6225, 0.4749, -4.5759)  -0.165
C (2.1537, 0.4247, -5.0215)  -0.181
C (1.3129, -0.3720, -4.0152)  -0.165
C (1.8745, -0.1928, -2.6143)  -0.237
H (4.2514, 1.4641, -1.3030)  0.082
H (5.9677, 1.6243, -1.7812)  0.134
H (4.8862, 1.2025, 1.0382)  0.073
H (5.5585, 2.7175, 0.4048)  0.104
H (7.2536, 1.4220, 1.7565)  0.114
H (7.7577, 1.6527, 0.0823)  0.117
H (6.4936, -0.8348, 1.2879)  0.098
H (8.1585, -0.6856, 0.7031)  0.118
H (6.6774, -1.8592, -0.9636)  0.109
H (7.3871, -0.3615, -1.5978)  0.130
H (4.4301, -4.4287, -2.0257)  0.131
H (3.3001, -3.2290, -2.6935)  0.101
H (2.1195, -5.1921, -1.6976)  0.121
H (1.7110, -3.6755, -0.8832)  0.074
H (3.7279, -5.7364, 0.1213)  0.117
H (2.1374, -5.4063, 0.8073)  0.113
H (3.9412, -4.1890, 2.0638)  0.117
H (2.7937, -3.0686, 1.2935)  0.077
H (5.5264, -3.8695, 0.2057)  0.133
H (5.0731, -2.2994, 0.9181)  0.092
H (3.7017, -1.6560, -4.3851)  0.122
H (5.0179, -0.8377, -3.5325)  0.118
H (4.2778, 0.5409, -5.4426)  0.117
H (3.8113, 1.3522, -3.9534)  0.105
H (2.0778, -0.0419, -6.0027)  0.113
H (1.7641, 1.4390, -5.1100)  0.106
H (1.3295, -1.4345, -4.2532)  0.119
H (0.2718, -0.0477, -4.0396)  0.112
H (1.2378, -0.6731, -1.8732)  0.065
H (1.9219, 0.8824, -2.3757)  0.085

Forces on atoms 1 to 3 (eV/Å):
0.455 1.125 -1.209
-0.076 -0.182 -0.040
0.813 0.118 0.014

Energy relative to the best compared isomer or geometry (same formula, charge and spin)   333.8 kJ/mol
2S+1   2
<S²>   0.870
Kohn-Sham gap (alpha / beta)   5.87 / 5.91 eV
Total charge   +2